# 1
A 3-piece molecular cluster, C11H19B3ClIO7 overall at a distorted geometry, computed with ωB97M-V/def2-TZVPD.

Summary:
Maximum force = 0.0941 Eh/bohr
HOMO level = -9.79 eV
Multiplicity = 1
Frontier orbital gap = 9.87 eV
E_tot = -1789.88759 Ha
SMILES = C[C@@H](Cl)CB1OBOB(I)O1.O=C1CCCO1.O=C1CCCO1

Each line ends with the Löwdin charge.
Element x y z (Å)
C -3.6479 0.5230 2.4911  -0.15
C -3.6414 2.1122 2.0890  -0.64
Cl -4.0340 3.0410 3.6886  0.47
C -2.1978 2.6976 1.5798  -0.11
B -1.4253 1.7772 0.4573  -0.40
O -2.0799 0.9488 -0.5787  0.12
B -1.3719 -0.3264 -0.8052  -0.19
O 0.0762 -0.5691 -0.4787  0.05
B 0.4660 0.3779 0.5857  -0.84
I 1.6086 -0.2475 2.4040  0.93
O 0.0796 1.8181 0.4551  0.07
H -3.3539 -0.2125 1.6297  0.08
H -3.0264 0.2645 3.4681  0.10
H -4.7779 0.2575 2.7711  0.09
H -4.5361 2.4081 1.3567  0.13
H -1.5162 2.9914 2.5149  0.13
H -2.4315 3.7403 1.0477  0.14
H -1.9188 -1.2597 -1.3217  0.11
O -3.4313 3.6608 -6.3927  0.10
C -2.8849 2.7727 -5.7594  -0.46
C -1.4211 2.7037 -5.4453  -0.09
C -1.2564 1.2670 -5.0183  -0.17
C -2.6091 0.9364 -4.4439  -0.17
O -3.5385 1.7141 -5.1969  0.03
H -1.1971 3.3984 -4.6310  0.14
H -0.8174 2.9319 -6.3267  0.13
H -0.4383 1.1121 -4.3099  0.12
H -1.0645 0.6420 -5.8989  0.12
H -2.6926 1.2173 -3.3888  0.12
H -2.8479 -0.1260 -4.5478  0.13
O 3.5899 -1.7557 4.2758  -0.01
C 4.3793 -2.4907 3.7059  -0.48
C 4.2562 -3.9803 3.5963  -0.08
C 5.6445 -4.3818 3.1661  -0.17
C 6.1162 -3.1719 2.4028  -0.17
O 5.4877 -2.0584 3.0360  0.03
H 3.5086 -4.2222 2.8359  0.14
H 3.9896 -4.4257 4.5576  0.13
H 5.6707 -5.3009 2.5748  0.12
H 6.2745 -4.5308 4.0514  0.12
H 5.8074 -3.1965 1.3525  0.13
H 7.2031 -3.0578 2.4502  0.13

---

# 2
A 2-piece molecular cluster, C4H9NO overall at a distorted geometry, computed with ωB97M-V/def2-TZVPD.

Summary:
Maximum force = 0.0818 Eh/bohr
HOMO level = -9.93 eV
Multiplicity = 1
Frontier orbital gap = 10.74 eV
E_tot = -287.70626 Ha
SMILES = C=NC.CC=O

Each line ends with the Löwdin charge.
Element x y z (Å)
C 0.8258 0.3785 -1.8239  -0.10
N -0.0641 1.1711 -2.3170  -0.09
C 0.3990 2.6062 -2.3870  -0.15
H 0.4914 -0.6899 -1.6906  0.07
H 1.8431 0.6998 -1.6293  0.06
H 1.2527 2.6835 -3.0795  0.06
H 0.8717 2.8320 -1.4445  0.06
H -0.2926 3.3255 -2.8912  0.08
C -0.9956 -2.3968 1.8208  -0.08
C 0.0490 -1.3625 2.1667  -0.32
O -0.3204 -0.3337 2.6895  0.04
H -0.6828 -3.2759 1.0719  0.11
H -1.6498 -1.9724 0.9974  0.09
H -1.5059 -2.7445 2.7151  0.07
H 1.0144 -1.7393 1.9949  0.09

---

# 3
A 3-piece molecular cluster, C21H21F20NO5 overall at a distorted geometry, computed with ωB97M-V/def2-TZVPD.

Summary:
Maximum force = 0.0322 Eh/bohr
HOMO level = -8.20 eV
Multiplicity = 1
Frontier orbital gap = 8.66 eV
E_tot = -3241.10249 Ha
SMILES = O=C(OCCCCn1cccc1)OC(F)(F)C(F)F.FC(F)C(F)(F)COC(F)(F)C(F)F.FC(F)C(F)(F)COC(F)(F)C(F)F

Each line ends with the Löwdin charge.
Element x y z (Å)
O -2.6559 -1.4592 -1.6257  0.21
C -1.7264 -1.8749 -1.0421  -0.56
O -1.7825 -2.8860 -0.2174  0.09
C -0.5790 -3.6530 0.0129  -0.14
C -0.9341 -4.8298 0.8763  -0.17
C -1.4368 -4.4156 2.2532  -0.16
C -0.3221 -3.8976 3.1548  -0.13
N -0.4098 -2.4815 3.4852  -0.12
C 0.6813 -1.7463 3.8701  -0.10
C 0.2793 -0.4426 4.1157  -0.09
C -1.1111 -0.3850 3.8700  -0.09
C -1.5078 -1.6551 3.4814  -0.09
O -0.5120 -1.2173 -1.0420  0.16
C 0.1906 -1.1586 -2.2191  -0.53
F 0.1543 0.1187 -2.6592  0.15
F -0.3497 -1.9295 -3.1666  0.18
C 1.6756 -1.5002 -2.0588  -0.29
F 2.1448 -0.8805 -0.9691  0.12
F 1.8466 -2.8311 -1.9053  0.10
H 0.1747 -3.0438 0.5020  0.13
H -0.2041 -4.0057 -0.9412  0.13
H -0.0306 -5.4260 0.9779  0.12
H -1.6770 -5.4546 0.3886  0.12
H -2.2351 -3.6953 2.1283  0.09
H -1.8906 -5.2829 2.7214  0.11
H -0.2433 -4.4820 4.0656  0.12
H 0.6264 -4.0228 2.6378  0.12
H 1.6752 -2.1369 3.9726  0.11
H 0.8955 0.3804 4.4214  0.08
H -1.7725 0.4558 3.9414  0.09
H -2.4791 -2.0217 3.2231  0.10
H 2.2042 -1.1847 -2.9545  0.18
F 2.7051 3.9130 5.0172  0.10
C 2.7993 5.2211 4.7066  -0.31
F 1.5556 5.6839 4.4471  0.10
C 3.6674 5.4368 3.4645  -0.44
F 3.0761 4.8854 2.3854  0.14
F 3.6824 6.7898 3.2834  0.10
C 5.1428 5.0123 3.5331  -0.04
O 5.4985 3.7711 2.9551  0.05
C 5.4780 2.6006 3.6608  -0.55
F 5.2630 2.7929 4.9737  0.15
F 6.6993 2.0339 3.5333  0.14
C 4.4811 1.6026 3.0650  -0.29
F 3.2394 2.1195 3.0569  0.10
F 4.4777 0.4851 3.8278  0.10
H 3.2074 5.7688 5.5606  0.17
H 5.6612 5.7416 2.9133  0.15
H 5.5449 5.1196 4.5407  0.15
H 4.7714 1.3439 2.0449  0.18
F -5.6808 0.3792 -5.3568  0.10
C -5.3177 0.9392 -4.1851  -0.30
F -6.1439 1.9849 -3.9464  0.10
C -3.8791 1.4574 -4.2367  -0.44
F -3.7824 2.4682 -5.1281  0.13
F -3.6535 1.9805 -2.9980  0.11
C -2.7555 0.4372 -4.4700  -0.04
O -2.2244 0.3234 -5.7806  0.05
C -2.7428 -0.5257 -6.7149  -0.55
F -3.6755 -1.3499 -6.2093  0.16
F -1.7239 -1.3005 -7.1600  0.14
C -3.2610 0.2305 -7.9423  -0.29
F -4.2212 1.1061 -7.5936  0.10
F -3.7882 -0.6635 -8.8096  0.10
H -5.4324 0.2080 -3.3804  0.17
H -1.9184 0.8183 -3.8893  0.13
H -2.9986 -0.5361 -4.0433  0.13
H -2.4406 0.7662 -8.4238  0.17

---

# 4
C25H47ClCoINO3Si2 as an isolated structure at a distorted geometry, computed with ωB97M-V/def2-TZVPD.

Summary:
Maximum force = 0.0768 Eh/bohr
HOMO level (spin up / spin down) = -7.55 / -7.73 eV
Multiplicity = 4
Frontier orbital gap (spin up / spin down) = 6.82 / 6.70 eV
E_tot = -3980.89306 Ha

Each line ends with the Löwdin charge.
Element x y z (Å)
O -0.9214 -2.6948 -1.5078  -0.22
O -2.1686 -0.6208 -2.6114  -0.26
C 0.3732 -3.2896 -1.5041  -0.25
C 0.9977 -3.6435 -0.1644  -0.08
H 1.0231 -2.5766 -2.0315  0.10
H 0.2985 -4.1800 -2.1454  0.12
H 1.0507 -2.7797 0.5091  0.07
H 2.0234 -3.9820 -0.3463  0.09
H 0.4677 -4.4666 0.3246  0.08
C -1.6863 -2.6563 -0.2910  -0.25
C -3.0812 -3.1639 -0.5532  -0.07
H -1.7138 -1.6049 0.0476  0.11
H -1.2047 -3.2489 0.5070  0.11
H -3.5815 -2.5465 -1.3076  0.06
H -3.6598 -3.1326 0.3772  0.08
H -3.0440 -4.2041 -0.9013  0.09
C -3.2823 0.2819 -2.6451  -0.26
C -1.9254 -1.2583 -3.8835  -0.25
C -3.7421 0.5723 -1.2381  -0.06
H -4.1026 -0.1782 -3.2237  0.12
H -2.9783 1.2169 -3.1458  0.10
H -4.2079 -0.3083 -0.7812  0.08
H -4.5031 1.3567 -1.2754  0.08
H -2.9305 0.9254 -0.5935  0.05
C -2.7167 -2.5305 -4.0452  -0.07
H -0.8471 -1.4649 -3.9200  0.10
H -2.1620 -0.5523 -4.7007  0.12
H -2.4560 -3.2416 -3.2541  0.06
H -2.4752 -2.9792 -5.0134  0.08
H -3.7944 -2.3309 -4.0238  0.08
H -0.6890 -0.5887 -1.5971  0.07
Co 1.0434 1.1764 0.9740  0.66
C 0.0940 0.1946 -1.1901  -0.18
Si 0.8815 1.1519 -2.6615  0.50
H -0.5106 0.8635 -0.5601  0.00
H 0.8543 -0.4134 -0.6755  0.04
C 1.8237 -0.1071 -3.6869  -0.18
C 2.0520 2.5614 -2.2450  -0.20
C -0.4268 2.0489 -3.6674  -0.18
C 2.7557 2.1211 0.7833  -0.35
Si 3.7173 1.9787 2.3894  0.40
H 2.5457 3.1760 0.5297  0.00
H 3.3287 1.7002 -0.0620  0.00
C 5.1720 3.1695 2.2868  -0.20
C 4.3697 0.2375 2.6008  -0.19
C 2.6131 2.4031 3.8431  -0.18
H 0.0388 2.9277 -4.1355  0.03
H -1.2426 2.4053 -3.0284  0.02
H -0.8471 1.4214 -4.4609  0.02
H 2.7677 -0.3658 -3.1870  0.04
H 2.0674 0.3158 -4.6714  0.04
H 1.2551 -1.0319 -3.8414  0.01
H 3.0685 2.2075 -2.0456  0.02
H 1.7033 3.1401 -1.3832  0.01
H 2.0967 3.2485 -3.1033  0.03
H 4.6381 -0.1968 1.6286  0.04
H 3.6186 -0.4151 3.0665  -0.04
H 5.2671 0.2555 3.2358  0.03
H 2.2174 1.4960 4.3194  0.02
H 1.7697 3.0326 3.5299  0.02
H 3.1969 2.9581 4.5924  0.03
H 5.7696 3.1470 3.2075  0.02
H 4.8166 4.1966 2.1308  0.03
H 5.8273 2.9063 1.4453  0.03
Cl -2.8557 -0.3405 6.1831  0.71
C -1.6619 -0.4120 4.9642  -0.64
C -0.5762 -1.2737 5.0942  -0.17
C 0.4227 -1.3601 4.1168  -0.64
I 2.0027 -2.7010 4.3265  0.94
C 0.3619 -0.4957 2.9873  -0.41
O 1.2416 -0.4355 2.0225  -0.19
C -0.7135 0.4280 2.9079  -0.13
N -0.5996 1.3148 1.8589  0.00
C -1.6263 2.1618 1.6116  -0.09
C -2.7710 2.1498 2.4224  -0.04
C -2.8404 1.3450 3.5452  0.00
C -1.7903 0.4553 3.8294  -0.17
H -0.5098 -1.8998 5.9785  0.09
H -1.4992 2.8327 0.7594  0.12
H -3.5947 2.8082 2.1538  0.11
H -3.6934 1.3823 4.2192  0.10

---

# 5
An isolated molecule of C7H13NO2 at a distorted geometry, computed with ωB97M-V/def2-TZVPD.

Summary:
Maximum force = 0.0456 Eh/bohr
HOMO level (spin up / spin down) = -5.82 / -7.56 eV
Multiplicity = 1
Frontier orbital gap (spin up / spin down) = 6.19 / 8.32 eV
E_tot = -479.66309 Ha

Each line ends with the Löwdin charge.
Element x y z (Å)
C 0.4106 0.2752 -1.1854  -0.34
C -0.3474 0.8890 -2.3116  -0.03
C -1.6784 -0.7293 -0.1594  0.00
C 0.3789 -1.2550 2.3437  -0.10
C -0.2236 1.2398 0.5960  -0.49
C -0.2231 -0.2735 0.0588  -0.40
N 1.7075 -0.0428 -1.3602  0.13
C 0.5856 -1.1580 0.8729  -0.10
O 0.9106 1.5745 1.2645  0.08
O -1.1994 1.9574 0.5785  0.08
H 0.7662 2.4721 1.6025  0.13
H 2.1693 -0.3390 -0.4897  0.10
H 2.2452 0.4987 -2.0274  0.11
H 1.2596 -1.8497 0.3858  0.10
H -0.8383 0.1222 -2.9221  0.09
H 0.3239 1.4513 -2.9646  0.08
H -1.1217 1.5612 -1.9416  0.08
H -1.6753 -1.6118 -0.7993  0.09
H -2.2993 0.0482 -0.6044  0.08
H -2.1102 -0.9900 0.8053  0.08
H 0.9208 -0.4764 2.9014  0.08
H -0.6791 -1.1449 2.6283  0.08
H 0.7176 -2.2192 2.7281  0.07

---

# 6
An isolated molecule of C5H10 at a distorted geometry, computed with ωB97M-V/def2-TZVPD.

Summary:
Maximum force = 0.1496 Eh/bohr
HOMO level = -9.15 eV
Multiplicity = 1
Frontier orbital gap = 10.41 eV
E_tot = -196.41234 Ha
SMILES = C/C=C/CC

Each line ends with the Löwdin charge.
Element x y z (Å)
C -2.4757 -0.0891 -0.0121  -0.08
C -0.9612 -0.2052 0.2144  -0.14
C -0.1089 0.7591 -0.0130  -0.13
C 1.3860 0.6348 0.1548  -0.28
C 2.0460 -0.6135 -0.1430  -0.10
H -2.7543 -0.8795 -0.7222  0.09
H -2.7334 0.7004 -0.5704  0.03
H -3.0585 -0.2549 0.7377  0.00
H -0.7275 -1.2689 0.5682  0.13
H -0.4376 1.5886 -0.6201  0.11
H 1.7942 1.4662 -0.2880  0.07
H 1.5588 0.9300 1.2728  0.15
H 1.5523 -1.4730 0.3733  0.11
H 3.0039 -0.5703 0.1190  0.04
H 1.9159 -0.7249 -1.0712  0.01

---

# 7
C44H44N4O10S2Se2Ta as an isolated structure at a distorted geometry, computed with ωB97M-V/def2-TZVPD.

Summary:
Maximum force = 0.0237 Eh/bohr
HOMO level = -4.92 eV
Multiplicity = 1
Frontier orbital gap = 7.06 eV
Charge = -1
E_tot = -8330.92864 Ha

Each line ends with the Löwdin charge.
Element x y z (Å)
Ta 1.0595 0.5966 0.3983  1.45
O 4.2377 -2.6532 -4.1937  -0.06
C 4.4856 -2.1804 -2.8733  -0.23
C 3.2731 -2.2280 -1.9272  -0.57
C 2.9573 -3.7025 -1.6655  -0.22
O 1.7810 -3.9552 -0.9152  -0.09
C 3.7440 -1.5935 -0.6033  -0.52
Se 3.5666 0.3574 -0.5331  0.62
C 2.1293 -1.4783 -2.6283  -0.54
Se 0.4979 -0.9652 -1.6650  0.67
H 3.6208 -2.0432 -4.6100  0.07
H 4.8600 -1.1506 -2.8950  0.12
H 5.2776 -2.8199 -2.4766  0.13
H 3.8242 -4.1387 -1.1478  0.13
H 2.8513 -4.2269 -2.6205  0.12
H 1.5163 -3.1498 -0.4475  0.01
H 4.8044 -1.8170 -0.4630  0.07
H 3.2299 -2.0312 0.2457  0.02
H 1.7665 -2.0874 -3.4602  0.05
H 2.5258 -0.5420 -3.0263  0.04
C -4.1639 0.2325 -3.3181  -0.07
O -4.8663 0.7327 -2.1892  -0.08
C -4.1408 0.9720 -1.0674  -0.27
C -4.8183 1.6032 -0.0206  -0.01
C -4.1266 1.9250 1.1246  -0.03
C -2.7766 1.6041 1.2988  -0.09
C -2.0873 1.9474 2.5635  -0.38
C -2.4277 3.2485 3.2538  0.01
O -1.2669 1.2058 3.0628  0.06
C -2.1273 0.9449 0.2508  -0.27
O -0.8286 0.6581 0.2908  -0.34
C -2.8031 0.6441 -0.9331  0.06
H -4.8984 0.1499 -4.1148  0.09
H -3.7282 -0.7487 -3.1238  0.07
H -3.3702 0.9205 -3.6199  0.10
H -5.8642 1.8493 -0.1422  0.11
H -4.6490 2.4354 1.9248  0.11
H -3.1250 3.8699 2.6982  0.07
H -1.4841 3.7848 3.3758  0.08
H -2.8260 3.0367 4.2479  0.09
H -2.2326 0.1689 -1.7185  0.08
C -1.5842 -3.1090 7.0651  -0.05
C -0.7030 -2.5772 5.9689  -0.28
C -0.5332 -1.2126 5.7870  -0.02
C 0.2438 -0.7147 4.7485  -0.04
C 0.8620 -1.6039 3.8931  -0.26
C 0.7123 -2.9790 4.0556  -0.05
C -0.0713 -3.4542 5.0867  -0.05
S 1.9270 -1.1081 2.5772  0.61
O 3.1691 -1.7770 2.8271  -0.26
O 1.2370 -1.4716 1.2946  -0.49
N 1.9534 0.4237 2.3179  -0.36
C 2.2977 1.5634 3.1310  -0.13
C 1.3077 2.6433 2.6953  -0.61
O 1.0452 3.5938 3.4046  0.06
O 0.8383 2.4331 1.4996  -0.19
H -2.5680 -3.3747 6.6700  0.07
H -1.7308 -2.3679 7.8503  0.08
H -1.1586 -4.0072 7.5139  0.08
H -1.0235 -0.5163 6.4571  0.12
H 0.3216 0.3487 4.5996  0.09
H 1.2072 -3.6620 3.3767  0.12
H -0.2021 -4.5232 5.2088  0.12
H 3.3065 1.9081 2.8793  0.13
H 2.2522 1.3774 4.2019  0.12
C 2.8425 10.3732 -5.3021  -0.09
C 2.5198 9.1166 -4.5267  -0.76
O 2.3247 9.1062 -3.3434  0.04
S 2.4764 7.6700 -5.5691  1.00
C 2.1791 6.3720 -4.4044  -0.55
C 0.9254 6.2061 -3.8264  -0.09
C 0.7010 5.1603 -2.9505  -0.02
C 1.7199 4.2497 -2.6498  -0.24
C 2.9754 4.4270 -3.2394  -0.02
C 3.2043 5.4827 -4.1041  -0.10
C 1.4909 3.1522 -1.7665  -0.10
C 1.2943 2.2180 -1.0172  -0.23
H 2.1665 11.1650 -4.9835  0.08
H 2.7694 10.2254 -6.3781  0.06
H 3.8612 10.6719 -5.0521  0.09
H 0.1300 6.9017 -4.0601  0.11
H -0.2686 5.0301 -2.4893  0.12
H 3.7649 3.7248 -3.0064  0.12
H 4.1806 5.6189 -4.5517  0.10
C -3.0274 -3.2347 3.3574  -0.07
C -2.7496 -2.0073 2.7754  -0.13
N -2.0230 -1.8771 1.6685  0.12
C -1.5540 -2.9777 1.1008  -0.09
C -1.7826 -4.2652 1.5909  -0.21
C -2.5223 -4.3787 2.7604  -0.04
C -1.1909 -5.4431 0.9354  -0.04
C -1.1090 -5.6753 -0.3728  -0.03
C -1.7544 -4.8823 -1.4393  -0.28
C -1.0906 -4.6057 -2.6288  -0.01
C -1.7739 -3.8658 -3.5732  -0.13
N -3.0224 -3.4404 -3.3865  0.07
C -3.5668 -3.7687 -2.2198  -0.21
N -3.0109 -4.4682 -1.2412  0.15
H -3.6158 -3.2888 4.2646  0.09
H -3.1034 -1.0836 3.2224  0.11
H -0.9418 -2.8291 0.2160  0.08
H -2.7097 -5.3568 3.1906  0.11
H -0.7340 -6.1697 1.6015  0.11
H -0.5235 -6.5230 -0.7104  0.11
H -0.0665 -4.9150 -2.7780  0.11
H -1.3052 -3.5935 -4.5127  0.11
H -4.5838 -3.4304 -2.0472  0.11

---

# 8
An isolated ion of composition C4H7BrN3O2 and charge +1 at a distorted geometry, computed with ωB97M-V/def2-TZVPD.

Summary:
Maximum force = 0.0674 Eh/bohr
HOMO level = -12.94 eV
Multiplicity = 1
Frontier orbital gap = 7.23 eV
Charge = +1
E_tot = -3044.99704 Ha
SMILES = O=NC(=O)NC/[NH+]=C\CBr

Each line ends with the Löwdin charge.
Element x y z (Å)
O 2.3231 2.5314 2.2158  0.10
N 1.8173 1.4819 2.4002  0.06
C 1.2055 0.8112 1.2040  -0.46
O 1.6572 -0.1916 0.6823  0.10
N 0.0503 1.4454 0.8182  0.11
C -0.9991 0.5240 0.2115  -0.12
N -0.5453 0.3645 -1.1257  0.08
C -0.3219 -0.7967 -1.6996  -0.08
C -0.0466 -2.0065 -0.8909  -0.52
Br -1.8421 -2.7593 -0.6806  0.78
H -0.3616 2.0044 1.5300  0.13
H -1.9813 1.0240 0.0909  0.16
H -1.0733 -0.3847 0.8482  0.13
H -0.8828 1.1396 -1.6845  0.18
H 0.0769 -0.6725 -2.7303  0.18
H 0.2174 -1.7383 0.1016  0.02
H 0.7062 -2.7769 -1.2911  0.14